This record from the OMol25 dataset describes a molecular structure, C2HAgO3 at a distorted geometry. The level of theory is the ωB97M-V functional and the def2-TZVPD basis.

Last column: Löwdin charge in e.
Geometry (Å):
O 0.215 -0.979 -1.564  -0.015
O 0.413 -0.217 1.751  -0.233
O -0.366 0.680 -0.542  -0.165
C 0.804 -0.991 0.854  -0.116
C 0.532 -0.304 -0.557  -0.531
Ag -0.752 1.634 1.591  0.802
H -0.845 0.177 -1.533  0.259

Output
LUMO level (alpha / beta)   -1.8 / -1.8 eV
Gap between HOMO and LUMO (alpha / beta)   5.69 / 5.69 eV
HOMO energy (alpha / beta)   -7.503 / -7.504 eV
Spin multiplicity   1



This record from the OMol25 dataset describes a gas-phase ion, C7H7Cl3NO2 (charge +1) at a distorted geometry. The level of theory is the ωB97M-V functional and the def2-TZVPD basis.

Last column: Löwdin charge in e.
Geometry (Å):
C -1.895 0.282 1.184  0.016
N -1.199 -0.361 -0.003  -0.135
C -1.850 0.112 -1.270  0.104
C 0.190 -0.267 0.033  -0.167
C 1.015 -1.356 -0.064  -0.463
Cl 0.745 -3.037 -0.004  0.845
C 2.528 -0.880 -0.116  -0.513
O 3.424 -1.605 -0.173  0.192
C 2.498 0.611 -0.047  -0.968
Cl 3.147 0.953 1.612  0.739
Cl 3.484 1.496 -1.309  0.705
C 1.022 1.024 -0.089  -0.388
O 0.580 2.120 -0.275  0.150
H -3.003 0.032 1.369  0.144
H -1.304 0.120 2.124  0.132
H -2.046 1.385 1.068  0.122
H -1.504 -1.324 0.290  0.191
H -1.410 1.058 -1.484  0.113
H -1.609 -0.646 -1.897  0.092
H -2.813 0.283 -0.949  0.088

Output
SMILES   C[NH+](C)C1=C(Cl)C(=O)C(Cl)(Cl)C1=O
LUMO level   -5.1 eV
Gap between HOMO and LUMO   9.16 eV
HOMO energy   -14.235 eV
Net charge   +1
Spin multiplicity   1



This record from the OMol25 dataset describes 2 unconnected molecules or ions with the total composition C8H8N4O4 at a distorted geometry. The level of theory is the ωB97M-V functional and the def2-TZVPD basis.

Last column: Löwdin charge in e.
Geometry (Å):
O -3.244 -0.036 -2.693  0.092
C -2.747 0.152 -1.617  -0.480
C -1.280 0.202 -1.386  0.014
C -0.689 -0.040 -0.139  -0.062
N -1.519 -0.314 0.915  0.115
C -2.948 -0.020 0.823  -0.346
O -3.762 0.075 1.826  0.002
N -3.474 0.259 -0.438  0.203
H -0.671 0.397 -2.341  0.129
H 0.395 -0.207 0.330  0.125
H -1.247 -0.397 1.835  0.114
H -4.405 0.136 -0.409  0.113
O 1.793 -1.655 2.162  0.070
C 2.103 -0.965 1.192  -0.426
C 2.147 -1.546 -0.178  -0.049
C 2.469 -0.832 -1.190  -0.077
N 2.731 0.576 -1.056  0.138
C 2.805 1.231 0.150  -0.570
O 3.070 2.388 0.250  0.107
N 2.601 0.409 1.246  0.194
H 1.835 -2.525 -0.422  0.119
H 2.386 -1.222 -2.203  0.137
H 2.703 1.108 -1.910  0.151
H 2.615 0.926 2.152  0.184

Output
SMILES   O=c1cc[nH]c(=O)[nH]1.O=c1cc[nH]c(=O)[nH]1
LUMO level   -0.2 eV
Gap between HOMO and LUMO   9.32 eV
HOMO energy   -9.472 eV
Spin multiplicity   1



This record from the OMol25 dataset describes 2 unconnected molecules or ions with the total composition C3H11Cl2N2PSi at a distorted geometry. The level of theory is the ωB97M-V functional and the def2-TZVPD basis.

Last column: Löwdin charge in e.
Geometry (Å):
C 1.084 -0.926 1.253  -0.186
C -1.164 -1.524 -0.833  -0.175
C 1.062 0.521 -1.535  -0.193
N -2.028 4.775 0.746  -0.279
N -1.242 0.938 0.289  -0.109
Si -0.004 -0.145 -0.111  0.340
P -0.956 3.657 0.715  -0.001
Cl 0.245 4.106 -0.785  0.311
Cl 0.289 3.578 2.344  0.195
H 2.035 -1.287 0.871  0.020
H 1.302 -0.199 2.034  0.012
H 0.578 -1.764 1.728  0.018
H -1.919 -1.818 -0.115  0.016
H -1.658 -1.151 -1.720  0.020
H -0.562 -2.388 -1.084  0.019
H 0.510 1.269 -2.095  0.002
H 1.977 0.981 -1.173  0.017
H 1.343 -0.270 -2.226  0.025
H -2.694 4.831 1.493  -0.017
H -1.797 0.801 1.120  -0.034

Output
LUMO level (alpha / beta)   -2.3 / -2.3 eV
Gap between HOMO and LUMO (alpha / beta)   6.39 / 6.40 eV
HOMO energy (alpha / beta)   -8.680 / -8.681 eV
Spin multiplicity   1



This record from the OMol25 dataset describes 11 unconnected molecules or ions with the total composition C42H101N11O8 at a distorted geometry. The level of theory is the ωB97M-V functional and the def2-TZVPD basis.

Last column: Löwdin charge in e.
Geometry (Å):
C -3.080 -2.693 4.926  -0.119
C -3.573 -1.342 4.557  -0.268
N -5.091 -1.324 4.569  -0.150
C -5.535 -0.294 3.657  -0.277
C -7.050 -0.145 3.674  -0.088
C -5.548 -1.213 5.978  -0.250
C -5.614 0.149 6.623  -0.077
H -3.756 -3.517 4.698  0.080
H -3.079 -2.766 6.014  0.061
H -2.089 -2.857 4.502  0.066
H -2.983 -0.720 5.230  0.088
H -3.104 -1.147 3.592  0.094
H -5.095 0.702 3.720  0.101
H -5.202 -0.613 2.669  0.107
H -7.635 -0.954 4.111  0.070
H -7.492 0.711 4.185  0.066
H -7.376 -0.048 2.639  0.063
H -4.972 -1.917 6.579  0.100
H -6.515 -1.709 5.892  0.104
H -6.529 0.676 6.354  0.063
H -4.850 0.841 6.268  0.077
H -5.571 0.006 7.703  0.073
C -0.046 9.325 -2.005  -0.105
C 1.157 8.458 -2.183  -0.323
N 1.219 7.318 -1.340  -0.182
C 2.650 6.929 -1.280  -0.232
C 3.124 6.298 -2.611  -0.075
C 0.236 6.267 -1.683  -0.198
C 0.131 5.375 -0.369  -0.075
H -0.841 8.821 -2.554  0.064
H 0.099 10.310 -2.448  0.069
H -0.443 9.608 -1.030  0.077
H 1.115 8.206 -3.243  0.113
H 2.026 9.073 -1.945  0.115
H 3.363 7.735 -1.106  0.104
H 2.668 6.261 -0.419  0.096
H 2.523 5.391 -2.676  0.045
H 2.988 6.977 -3.453  0.069
H 4.161 5.969 -2.550  0.067
H 0.357 5.549 -2.494  0.074
H -0.770 6.683 -1.743  0.110
H -0.587 4.561 -0.472  0.040
H -0.225 5.900 0.517  0.070
H 1.111 4.943 -0.164  0.051
C 2.141 -0.614 -1.329  -0.081
C 1.565 -1.334 -0.143  -0.237
N 0.239 -0.875 0.362  -0.172
C 0.338 0.580 0.667  -0.195
C -1.084 1.231 0.324  -0.048
C -0.436 -1.583 1.422  -0.270
C -1.024 -2.882 0.898  -0.070
H 3.098 -1.111 -1.490  0.066
H 2.298 0.444 -1.118  0.056
H 1.420 -0.680 -2.144  0.069
H 1.554 -2.394 -0.400  0.097
H 2.228 -1.223 0.715  0.103
H 0.573 0.639 1.730  0.092
H 1.059 1.193 0.126  0.086
H -1.301 1.081 -0.734  0.058
H -1.885 0.768 0.900  0.045
H -1.009 2.302 0.517  0.064
H -1.170 -0.922 1.883  0.092
H 0.195 -1.887 2.258  0.097
H -1.786 -3.170 1.623  0.064
H -0.274 -3.673 0.902  0.055
H -1.375 -2.853 -0.134  0.072
C -1.140 -2.591 -3.986  -0.053
N -0.770 -1.607 -4.990  0.003
C -1.555 -1.162 -5.952  -0.572
C -0.875 -0.002 -6.693  0.011
O -2.610 -1.717 -6.256  0.021
H -0.907 -3.628 -4.226  0.076
H -2.208 -2.563 -3.774  0.084
H -0.630 -2.441 -3.035  0.071
H 0.097 -1.096 -4.904  0.052
H 0.162 -0.071 -6.364  0.050
H -1.201 0.996 -6.403  0.071
H -0.937 -0.034 -7.781  0.083
C 2.643 -3.116 -4.502  -0.050
N 3.482 -1.907 -4.693  0.023
C 2.947 -0.623 -4.834  -0.533
C 3.893 0.562 -5.001  0.017
O 1.785 -0.393 -4.751  0.015
H 2.284 -3.125 -3.473  0.065
H 3.285 -3.967 -4.729  0.090
H 1.778 -3.088 -5.165  0.079
H 4.366 -2.078 -5.152  0.115
H 4.859 0.093 -5.187  0.068
H 3.999 0.908 -3.973  0.083
H 3.571 1.368 -5.661  0.091
C 5.897 -1.462 -0.099  -0.077
N 6.663 -1.860 -1.206  0.005
C 6.349 -2.680 -2.173  -0.596
C 7.472 -3.107 -3.069  -0.003
O 5.290 -3.279 -2.199  0.033
H 6.500 -1.563 0.804  0.091
H 4.946 -1.970 0.061  0.080
H 5.523 -0.445 -0.210  0.087
H 7.563 -1.428 -1.358  0.143
H 7.911 -4.039 -2.713  0.093
H 8.350 -2.472 -3.190  0.073
H 7.065 -3.170 -4.078  0.080
C -0.523 0.432 5.208  -0.040
N 0.820 0.404 4.603  0.027
C 1.795 1.305 4.505  -0.611
C 3.044 0.914 3.826  -0.011
O 1.788 2.353 5.103  0.051
H -1.089 -0.252 4.575  0.047
H -0.985 1.412 5.089  0.094
H -0.653 0.110 6.241  0.083
H 1.105 -0.511 4.285  0.086
H 3.674 0.303 4.473  0.070
H 3.684 1.793 3.763  0.091
H 2.964 0.262 2.956  0.069
C -0.715 -7.862 -2.280  -0.032
N 0.304 -7.097 -1.467  0.006
C 1.052 -6.048 -1.842  -0.542
C 2.111 -5.551 -0.817  0.006
O 1.013 -5.549 -2.962  0.022
H -0.333 -8.119 -3.268  0.081
H -1.571 -7.190 -2.339  0.081
H -0.992 -8.768 -1.742  0.076
H 0.444 -7.448 -0.531  0.121
H 3.066 -6.059 -0.952  0.082
H 1.770 -5.645 0.214  0.061
H 2.330 -4.510 -1.058  0.056
C -2.825 1.442 -3.796  -0.022
N -1.334 1.478 -3.723  0.034
C -0.762 2.559 -3.171  -0.580
C 0.676 2.614 -3.118  0.004
O -1.340 3.645 -2.899  0.002
H -2.994 0.401 -4.070  0.072
H -3.314 2.043 -4.563  0.096
H -3.088 1.498 -2.740  0.059
H -0.773 0.645 -3.832  0.106
H 0.937 3.660 -3.279  0.071
H 1.071 2.036 -3.953  0.080
H 0.909 2.371 -2.082  0.087
C 3.154 -2.214 6.590  -0.043
N 3.391 -3.368 5.708  0.023
C 2.824 -3.417 4.505  -0.595
C 3.081 -4.664 3.679  -0.001
O 2.277 -2.514 3.966  0.059
H 3.971 -2.194 7.312  0.084
H 2.210 -2.235 7.134  0.085
H 3.101 -1.290 6.016  0.062
H 3.632 -4.267 6.101  0.138
H 2.417 -5.499 3.902  0.080
H 4.012 -5.174 3.927  0.072
H 3.125 -4.453 2.611  0.077
C -4.659 1.424 0.011  -0.089
N -5.962 1.952 0.206  0.009
C -6.363 2.614 1.308  -0.585
C -7.733 3.209 1.150  -0.006
O -5.651 2.727 2.264  0.063
H -4.325 1.713 -0.985  0.063
H -4.437 0.357 -0.030  0.085
H -3.908 1.925 0.623  0.080
H -6.570 2.070 -0.592  0.135
H -7.702 4.214 0.728  0.087
H -8.204 3.349 2.123  0.082
H -8.433 2.597 0.581  0.079

Output
SMILES   CCN(CC)CC.CCN(CC)CC.CCN(CC)CC.CNC(C)=O.CNC(C)=O.CNC(C)=O.CNC(C)=O.CNC(C)=O.CNC(C)=O.CNC(C)=O.CNC(C)=O
LUMO level   0.2 eV
Gap between HOMO and LUMO   8.02 eV
HOMO energy   -7.835 eV
Spin multiplicity   1



This record from the OMol25 dataset describes C5H9N in the gas phase at a distorted geometry. The level of theory is the ωB97M-V functional and the def2-TZVPD basis.

Last column: Löwdin charge in e.
Geometry (Å):
C 0.686 -0.445 -1.220  -0.086
C 0.586 0.145 0.145  -0.390
C 0.012 1.582 0.219  -0.039
C -0.375 -0.824 0.970  -0.165
C -1.617 -0.972 0.336  -0.278
N -2.607 -1.043 -0.257  0.168
H -0.175 -0.402 -1.745  0.051
H 1.441 -0.128 -1.904  0.087
H 0.954 -1.384 -1.022  0.037
H 1.577 -0.039 0.586  0.136
H -1.034 1.494 0.061  0.071
H 0.597 2.262 -0.328  0.067
H 0.217 1.838 1.219  0.058
H 0.258 -1.804 1.032  0.162
H -0.518 -0.280 1.909  0.121

Output
SMILES   CC(C)CC#N
LUMO level   0.8 eV
Gap between HOMO and LUMO   11.93 eV
HOMO energy   -11.082 eV
Spin multiplicity   1



This record from the OMol25 dataset describes 2 unconnected molecules or ions with the total composition C3H9OPS at a distorted geometry. The level of theory is the ωB97M-V functional and the def2-TZVPD basis.

Last column: Löwdin charge in e.
Geometry (Å):
C 0.022 0.525 1.493  -0.219
P -0.361 0.449 -0.262  0.557
C -2.178 0.244 -0.436  -0.196
O 0.331 -0.660 -0.928  -0.398
H -0.714 1.048 2.244  0.097
H 0.096 -0.457 1.794  0.008
H 0.999 0.953 1.658  0.033
H -0.089 1.739 -0.643  0.016
H -2.800 0.240 0.531  0.078
H -2.508 1.140 -0.891  0.010
H -2.590 -0.493 -1.041  0.016
C 4.424 1.432 -0.682  -0.567
S 5.475 0.775 0.337  0.609
H 4.797 2.080 -1.467  -0.002
H 3.426 1.152 -0.721  -0.042

Output
SMILES   C[PH](C)=O.C=S
LUMO level   -0.3 eV
Gap between HOMO and LUMO   8.52 eV
HOMO energy   -8.827 eV
Spin multiplicity   1



This record from the OMol25 dataset describes a gas-phase ion, CH3N5O (charge +2) at a distorted geometry. The level of theory is the ωB97M-V functional and the def2-TZVPD basis.

Last column: Löwdin charge in e.
Geometry (Å):
C -0.569 0.496 0.186  -0.253
N 0.172 -0.966 1.366  0.044
N -0.606 -0.062 1.489  0.286
N 0.979 -1.381 0.709  0.405
N -1.421 1.169 -0.409  0.179
N 0.484 0.139 -0.657  0.201
O -2.107 1.974 -0.780  0.470
H 1.507 -2.192 0.515  0.209
H 0.129 0.121 -1.692  0.222
H 1.431 0.702 -0.726  0.237

Output
LUMO level (alpha / beta)   -12.9 / -12.9 eV
Gap between HOMO and LUMO (alpha / beta)   8.55 / 8.55 eV
HOMO energy (alpha / beta)   -21.409 / -21.410 eV
Net charge   +2
Spin multiplicity   1



Quick rundown of ΔE to the lowest compared entry with this formula, charge and spin, same order as above: 39.54; 3.65; 63.04; 91.86; 90.17; 27.37; 63.93; 100.72 kcal per mole